[1]
# C38H58IrN5O3Se4Si

A molecular structure, C38H58IrN5O3Se4Si in a non-equilibrium geometry (ωB97M-V/def2-TZVPD, the Open Molecules 2025 dataset).

Summary:
Charge: -1
2S+1: 2
Molecular weight, g/mol: 1169.057
⟨S²⟩: 0.757
Gap between HOMO and LUMO (alpha / beta), eV: 4.601 / 4.937

Each line ends with the Löwdin charge.
Positions of all 110 atoms, in Å:
Ir: 0.3786 -0.1680 -0.2807  0.9269
C: 4.3280 2.1364 -1.8103  -0.0584
C: 3.3214 1.0362 -2.1600  -0.3883
C: 2.9999 1.0507 -3.6577  -0.0652
C: 3.8729 -0.2878 -1.6690  -0.2036
C: 4.9038 -0.9003 -2.3799  -0.0706
C: 5.4837 -2.0746 -1.9330  -0.0837
C: 5.0067 -2.6629 -0.7722  -0.0433
C: 3.9797 -2.0851 -0.0357  -0.1349
C: 3.4644 -2.8100 1.2012  -0.3712
C: 2.9729 -4.2187 0.8551  -0.0729
C: 4.5315 -2.8523 2.3002  -0.0572
C: 3.4320 -0.8633 -0.4696  -0.1935
N: 2.3812 -0.2878 0.3047  -0.0598
C: 2.6639 0.0898 1.5663  -0.5206
O: 3.7715 0.3197 2.0551  0.0290
C: 1.4376 0.1206 2.4440  -0.2096
C: 1.4814 -0.1283 3.7990  0.0107
C: 0.2782 -0.3332 4.4687  -0.0360
C: -0.9144 -0.3441 3.7596  0.0110
C: -0.8760 -0.0636 2.4062  -0.2185
N: 0.2786 0.2177 1.8032  -0.0271
C: -2.1153 -0.1554 1.5075  -0.6332
O: -3.2246 -0.3814 2.0781  -0.0834
N: -1.6198 -1.2657 0.3705  -0.3998
C: -2.7647 -1.7758 -0.3577  -0.2408
C: -3.7286 -2.5855 0.2805  -0.1375
C: -4.8754 -2.9358 -0.4256  -0.0418
C: -5.0864 -2.5055 -1.7259  -0.0768
C: -4.1027 -1.7722 -2.3605  -0.0502
C: -2.9212 -1.4258 -1.7027  -0.1558
C: -1.8342 -0.7766 -2.5297  -0.3949
C: -2.1264 0.6983 -2.8246  -0.0597
C: -1.6194 -1.5317 -3.8437  -0.1078
C: -3.5583 -3.1812 1.6728  -0.3898
C: -3.3328 -4.6967 1.5800  -0.0694
C: -4.7508 -2.8794 2.5831  -0.0697
H: 3.9807 3.1239 -2.1384  0.0634
H: 4.5097 2.1589 -0.7334  0.0778
H: 5.2837 1.9371 -2.3050  0.0827
H: 2.3923 1.2156 -1.6252  0.0692
H: 3.9072 1.0022 -4.2688  0.0732
H: 2.3628 0.2065 -3.9325  0.0325
H: 2.4722 1.9738 -3.9195  0.0773
H: 5.2621 -0.4426 -3.2964  0.1073
H: 6.2936 -2.5328 -2.4890  0.0974
H: 5.4355 -3.6022 -0.4362  0.1079
H: 2.6052 -2.2672 1.5836  0.0810
H: 3.7943 -4.8648 0.5299  0.0770
H: 2.4989 -4.6797 1.7276  0.0826
H: 2.2338 -4.1815 0.0507  0.0136
H: 5.4137 -3.4060 1.9604  0.0731
H: 4.8423 -1.8402 2.5660  0.0684
H: 4.1420 -3.3483 3.1955  0.0767
H: 2.4427 -0.1781 4.2918  0.1192
H: 0.2789 -0.5203 5.5371  0.1058
H: -1.8740 -0.5663 4.2095  0.1234
H: -5.6247 -3.5568 0.0564  0.1043
H: -5.9966 -2.7713 -2.2530  0.0969
H: -4.2409 -1.4841 -3.3969  0.1068
H: -0.8773 -0.8161 -1.9717  0.0371
H: -3.1141 0.8102 -3.2848  0.0787
H: -2.1026 1.2916 -1.9076  0.0508
H: -1.3763 1.0979 -3.5143  0.0794
H: -2.4324 -1.3208 -4.5476  0.0735
H: -0.6846 -1.2210 -4.3089  0.0381
H: -1.5790 -2.6104 -3.6807  0.0426
H: -2.6862 -2.7371 2.1370  0.0810
H: -4.2168 -5.2025 1.1757  0.0767
H: -2.4860 -4.9308 0.9316  0.0177
H: -3.1227 -5.1105 2.5713  0.0775
H: -5.6721 -3.3357 2.2054  0.0668
H: -4.5655 -3.2845 3.5834  0.0766
H: -4.8897 -1.8027 2.6607  0.0648
Se: -0.2555 -2.5150 0.7721  0.7388
Se: -0.8378 -4.5469 -1.4677  0.1352
Se: 1.0427 -4.5237 -2.6244  -0.0829
Se: 1.7310 -2.4571 -3.0460  0.1289
C: -2.7366 3.7690 0.4862  -0.1737
Si: -3.4633 2.0801 0.8259  0.3987
C: -4.7566 1.7693 -0.4773  -0.1471
C: -4.3272 2.2471 2.4624  -0.1716
O: -2.1500 1.0504 0.6704  -0.1909
H: -3.5423 4.5145 0.4240  0.0370
H: -2.1823 3.7975 -0.4640  0.0327
H: -2.0609 4.0759 1.2945  0.0156
H: -5.6940 2.2547 -0.1756  0.0314
H: -4.9498 0.6993 -0.6177  0.0316
H: -4.4574 2.1930 -1.4430  0.0245
H: -4.9146 3.1747 2.4673  0.0312
H: -3.6165 2.2760 3.2955  0.0341
H: -4.9883 1.3964 2.6346  0.0285
C: 2.8554 4.2694 0.7937  -0.0354
C: 1.5972 4.5697 -0.0273  -0.6265
C: 1.9148 5.6249 -1.0785  -0.0499
C: 0.5086 5.0910 0.9029  -0.0571
N: 1.0789 3.4090 -0.7828  -0.0340
N: 0.7659 2.2692 0.0009  -0.0157
H: 3.1737 5.1702 1.3256  0.0861
H: 3.6759 3.9463 0.1541  0.0595
H: 2.6839 3.4921 1.5459  0.0785
H: 2.2208 6.5590 -0.6014  0.0841
H: 1.0334 5.8138 -1.6958  0.0851
H: 2.7296 5.2927 -1.7320  0.0741
H: 0.8621 5.9901 1.4145  0.0852
H: 0.2498 4.3518 1.6670  0.0764
H: -0.3952 5.3366 0.3405  0.0713
H: 1.7568 3.1155 -1.4744  0.0791
H: -0.1372 2.4080 0.4424  0.0550
H: 1.4583 2.1118 0.7265  0.0506


[2]
# CH4N2O2

CH4N2O2 in the gas phase in a non-equilibrium geometry (ωB97M-V/def2-TZVPD, the Open Molecules 2025 dataset).

Summary:
Charge: 0
Relative energy (zero: lowest compared OMol25 entry of this formula, charge and spin), kJ/mol: 142.11
2S+1: 3
Molecular weight, g/mol: 76.055
⟨S²⟩: 2.008
Gap between HOMO and LUMO (alpha / beta), eV: 7.889 / 8.542

Each line ends with the Löwdin charge.
Positions of all 9 atoms, in Å:
C: -0.3576 0.7793 0.0904  -0.3631
N: 0.0928 -1.1781 -1.4648  -0.1034
N: 0.3264 -0.3322 -0.4178  -0.0625
O: 0.7790 -2.1887 -1.5632  0.0091
O: -0.8750 0.5291 1.3071  -0.0370
H: 0.4268 1.6306 0.3162  0.1535
H: -1.2571 0.9356 -0.5572  0.1473
H: 1.0760 -0.5306 0.3128  0.1672
H: -0.2113 0.3549 1.9765  0.0888


[3]
# C24H44CdIN6OPS

A molecular structure, C24H44CdIN6OPS in a non-equilibrium geometry (ωB97M-V/def2-TZVPD, the Open Molecules 2025 dataset).

Summary:
Charge: 0
Relative energy (zero: lowest compared OMol25 entry of this formula, charge and spin), kJ/mol: 170.85
2S+1: 1
Molecular weight, g/mol: 735.014
Gap between HOMO and LUMO, eV: 7.486

Each line ends with the Löwdin charge.
Positions of all 79 atoms, in Å:
Cd: 0.7050 -0.8364 -0.0300  1.2392
C: 3.3801 -6.0333 1.9863  -0.0884
C: 1.9934 -5.4923 2.3352  -0.2537
N: 1.3133 -4.9551 1.1818  -0.0401
C: 1.5790 -3.7308 0.6772  -0.8958
S: 0.7697 -3.3250 -0.7795  0.5039
N: 2.4967 -3.0114 1.2682  -0.0355
N: 2.6120 -1.7183 0.9999  -0.0655
C: 3.7325 -1.1125 1.2359  -0.3056
C: 4.9552 -1.8438 1.7211  -0.0239
C: 3.7725 0.3324 1.0934  -0.2972
C: 4.9203 1.0568 1.4525  -0.0292
C: 4.8889 2.4341 1.4421  -0.0607
C: 3.7255 3.0724 1.0344  -0.0532
C: 2.6639 2.2817 0.6216  -0.1576
N: 2.6720 0.9597 0.6454  0.0499
H: 3.9382 -6.2998 2.8798  0.0674
H: 3.9317 -5.2622 1.4582  0.0513
H: 3.2977 -6.9115 1.3497  0.0683
H: 2.0858 -4.6803 3.0600  0.1070
H: 1.3671 -6.2785 2.7654  0.1116
H: 0.8013 -5.5808 0.5803  0.1085
H: 4.7232 -2.9037 1.7826  0.0548
H: 5.2512 -1.4871 2.7086  0.0841
H: 5.7912 -1.7052 1.0352  0.0878
H: 5.8097 0.5329 1.7574  0.1014
H: 5.7560 2.9999 1.7487  0.1091
H: 3.6466 4.1481 1.0376  0.1032
H: 1.7504 2.7337 0.2588  0.0928
N: -1.3606 -0.5520 4.1259  0.1670
C: -0.5282 -0.4490 3.0706  -0.7174
O: -0.3900 -1.3482 2.2660  -0.0507
C: 0.2454 0.8420 3.0025  -0.5589
I: 2.0218 0.5800 4.1762  0.8739
H: -1.8968 -1.3961 4.2468  0.1174
H: -1.4258 0.1604 4.8303  0.1017
H: -0.2959 1.6774 3.4361  0.0476
H: 0.5489 1.0397 1.9754  -0.0214
C: -1.6628 2.5928 -3.7470  -0.0825
C: -0.8472 1.6844 -2.8304  -0.5979
C: 0.4194 2.4108 -2.3790  -0.1232
C: -0.3621 0.4805 -3.6393  -0.1078
P: -1.6948 1.0096 -1.1990  0.8148
N: -0.6999 0.6417 -0.0929  -0.4141
C: -2.7697 2.4405 -0.4498  -0.5903
C: -1.8453 3.6524 -0.3261  -0.1099
C: -4.0328 2.8684 -1.1881  -0.0831
C: -3.1258 2.0288 0.9830  -0.1089
C: -2.9486 -0.3820 -1.7835  -0.5921
C: -2.1755 -1.6690 -2.0701  -0.1357
C: -3.8527 -0.0746 -2.9750  -0.0799
C: -3.8048 -0.6790 -0.5517  -0.1045
H: -1.0868 2.7798 -4.6554  0.0868
H: -1.8696 3.5572 -3.2892  0.0623
H: -2.6032 2.1340 -4.0366  0.0612
H: 1.0555 2.6242 -3.2389  0.0851
H: 0.9728 1.7652 -1.6950  0.0328
H: 0.2120 3.3516 -1.8814  0.0559
H: 0.3736 0.8087 -4.3747  0.0852
H: -1.1709 0.0035 -4.1834  0.0613
H: 0.1217 -0.2492 -2.9833  0.0581
H: -1.6455 4.1131 -1.2884  0.0565
H: -0.9100 3.3483 0.1386  0.0632
H: -2.3130 4.4138 0.3005  0.0823
H: -3.8288 3.1260 -2.2221  0.0609
H: -4.4418 3.7514 -0.6943  0.0875
H: -4.7983 2.0986 -1.1618  0.0603
H: -2.3094 1.4355 1.3916  0.0415
H: -4.0445 1.4531 1.0346  0.0614
H: -3.2619 2.9135 1.6048  0.0789
H: -1.6780 -1.6633 -3.0340  0.0601
H: -2.8594 -2.5191 -2.0691  0.0864
H: -1.4388 -1.8394 -1.2834  -0.0275
H: -3.2892 0.0007 -3.9011  0.0613
H: -4.4180 0.8408 -2.8377  0.0564
H: -4.5661 -0.8923 -3.0945  0.0888
H: -3.1619 -0.7442 0.3268  0.0732
H: -4.3210 -1.6330 -0.6691  0.0850
H: -4.5659 0.0784 -0.3923  0.0571


[4]
# C28H23N3O4S

C28H23N3O4S in the gas phase in a non-equilibrium geometry (ωB97M-V/def2-TZVPD, the Open Molecules 2025 dataset).

Summary:
Charge: 0
Relative energy (zero: lowest compared OMol25 entry of this formula, charge and spin), kJ/mol: 14.30
SMILES string: Cc1ccc(-c2nc3c(c(SCC(=O)Nc4cccc(C(=O)O)c4)n2)Cc2cccc(C)c2O3)cc1
2S+1: 1
Molecular weight, g/mol: 497.576
Gap between HOMO and LUMO, eV: 8.446

Each line ends with the Löwdin charge.
Positions of all 59 atoms, in Å:
C: 1.6923 -2.3804 -5.1775  -0.0409
C: 1.4565 -1.5720 -3.9427  -0.2776
C: 2.3822 -1.5455 -2.9056  -0.0453
C: 2.1238 -0.8490 -1.7426  -0.0243
C: 0.9288 -0.1487 -1.5978  -0.1649
C: 0.6224 0.5503 -0.3560  -0.2692
N: -0.3364 1.4709 -0.3731  0.2403
C: -0.6434 2.0675 0.7621  -0.2299
C: -0.0330 1.7299 1.9846  -0.1169
C: 0.9584 0.7776 1.8668  -0.5133
S: 1.7971 0.1396 3.3267  0.9538
C: 0.5546 -1.1597 3.6853  -0.3468
C: 0.1331 -1.8295 2.3857  -0.5550
O: -0.9968 -1.7344 1.9645  0.0875
N: 1.1518 -2.5056 1.7983  0.1193
C: 1.1840 -3.1270 0.5482  -0.2061
C: 2.3465 -3.8158 0.2027  -0.0141
C: 2.4475 -4.4551 -1.0186  -0.0681
C: 1.4001 -4.4000 -1.9174  -0.0257
C: 0.2433 -3.7006 -1.5836  -0.1284
C: -0.8363 -3.6137 -2.5905  -0.4945
O: -0.7747 -4.0909 -3.6991  0.0937
O: -1.9128 -2.9431 -2.1680  0.1178
C: 0.1248 -3.0723 -0.3491  0.0589
N: 1.3089 0.2122 0.7309  0.1317
C: -0.4895 2.3440 3.2677  -0.0868
C: -1.2776 3.5980 3.0064  -0.1383
C: -1.5274 4.5067 4.0256  -0.0373
C: -2.2916 5.6333 3.7907  -0.0794
C: -2.8155 5.8631 2.5296  -0.0423
C: -2.5763 4.9825 1.4872  -0.1940
C: -3.1195 5.2059 0.1122  -0.0280
C: -1.7986 3.8483 1.7425  -0.1383
O: -1.5769 3.0189 0.6627  0.1108
C: 0.0082 -0.1458 -2.6443  -0.0149
C: 0.2719 -0.8546 -3.7967  -0.0436
H: 1.0012 -3.2239 -5.1854  0.0701
H: 1.5039 -1.7876 -6.0708  0.0826
H: 2.7097 -2.7610 -5.2116  0.0773
H: 3.3127 -2.0849 -3.0098  0.1138
H: 2.8395 -0.8345 -0.9355  0.1124
H: 1.0353 -1.8562 4.3707  0.0819
H: -0.3137 -0.7075 4.1637  0.0804
H: 2.0501 -2.4497 2.2617  0.1306
H: 3.1738 -3.8466 0.8981  0.1142
H: 3.3506 -4.9909 -1.2690  0.1080
H: 1.4586 -4.8830 -2.8799  0.1215
H: -2.5777 -2.9057 -2.8731  0.1379
H: -0.7765 -2.5400 -0.0970  0.1147
H: -1.1297 1.6284 3.8024  0.1356
H: 0.3685 2.5499 3.9153  0.1137
H: -1.1197 4.3176 5.0076  0.1150
H: -2.4824 6.3321 4.5907  0.1019
H: -3.4159 6.7419 2.3478  0.1105
H: -3.6611 6.1461 0.0585  0.0785
H: -3.7887 4.3919 -0.1622  0.0895
H: -2.3087 5.2155 -0.6144  0.0885
H: -0.9104 0.4061 -2.5236  0.1114
H: -0.4490 -0.8631 -4.6021  0.1201


[5]
# C4H5BF7O2Sn

A molecular structure, C4H5BF7O2Sn in a non-equilibrium geometry (ωB97M-V/def2-TZVPD, the Open Molecules 2025 dataset).

Summary:
Charge: +1
Relative energy (zero: lowest compared OMol25 entry of this formula, charge and spin), kJ/mol: 217.45
2S+1: 1
Molecular weight, g/mol: 347.591
Gap between HOMO and LUMO, eV: 5.765

Each line ends with the Löwdin charge.
Positions of all 20 atoms, in Å:
Sn: -0.0438 -3.6697 0.4785  1.9054
B: 2.7658 -1.8348 -0.5844  -1.4685
F: 3.5264 -2.9349 -0.9038  0.1483
F: 1.6265 -1.8227 -1.3606  0.0993
F: 2.4097 -2.0037 0.7286  0.0987
F: 3.4525 -0.6631 -0.7834  0.1763
C: 0.8999 2.2543 -0.4360  -0.0394
C: 0.2702 0.9691 0.0803  -0.2451
O: -1.1027 1.1337 0.1894  0.0452
C: -1.8635 0.0241 0.6403  -0.2047
O: -1.3743 -1.0596 1.0221  -0.0470
C: -3.4350 0.1701 0.5838  -0.5341
F: -4.0459 -0.7350 -0.1267  0.2104
F: -3.8858 0.0181 1.8663  0.1541
F: -3.6939 1.3761 0.0605  0.1850
H: 1.9599 2.3934 -0.2235  0.0913
H: 0.3930 3.1077 0.0144  0.0852
H: 0.8835 2.3857 -1.5180  0.0871
H: 0.7378 0.6123 0.9980  0.1370
H: 0.5196 0.2789 -0.7256  0.1155